[1]
Formula: C3H8O3S
Source: the OMol25 dataset
Level of theory: the ωB97M-V functional and the def2-TZVPD basis

Properties
Calculated total energy, eV: -20218.2991
Net charge: 0
Gap between HOMO and LUMO, Eh: 0.3403
Energy relative to the best compared isomer or geometry (same formula, charge and spin), eV: 0.652
HOMO level, eV: -9.02
LUMO energy, Eh: 0.0089
SMILES string: O=C(O)CCS.O

XYZ file:
```
15
Properties=species:S:1:pos:R:3:mulliken_charge:R:1
S -1.55175 1.56470 -1.83327 -0.24
O 0.72893 1.73457 1.31268 -0.62
O -0.42352 -2.67590 0.50592 -0.53
O 1.26752 -1.23885 0.94864 -0.43
C 0.21310 -1.68992 0.29679 0.45
C -0.04114 -0.58990 -0.80362 -0.57
C -1.21138 0.37566 -0.48661 -0.42
H -2.12934 -0.18961 -0.35619 0.36
H 0.78711 1.35478 2.18900 0.33
H 1.37823 1.12987 0.94374 0.28
H -0.12961 -0.96587 -1.84858 0.37
H 0.85383 0.05525 -0.85527 0.30
H -0.96963 0.92908 0.47254 0.28
H -0.34216 2.11677 -2.11856 0.12
H 1.56983 -1.91060 1.63279 0.33
```

[2]
Formula: C35H67BN6O9S2
Source: the OMol25 dataset
Level of theory: the ωB97M-V functional and the def2-TZVPD basis

Properties
Spin multiplicity: 3
Calculated total energy, eV: -87093.4740
Net charge: 0
Gap between HOMO and LUMO (alpha / beta), Eh: 0.3144 / 0.3061
HOMO level (alpha / beta), eV: -8.47 / -8.47
LUMO energy (alpha / beta), Eh: 0.0030 / -0.0053
<S²>: 2.01

XYZ file:
```
120
Properties=species:S:1:pos:R:3:mulliken_charge:R:1
S -1.22653 1.33739 2.36123 1.75
S 1.96870 -4.04259 -0.15593 1.46
O -2.26409 2.00425 3.08415 -0.83
O 0.58842 -4.46545 -0.84905 -0.43
O -3.94977 -8.54497 -1.14149 -0.59
O 1.91064 -4.21333 1.25763 -0.63
O -0.46220 0.51728 3.25936 -0.76
O 1.96667 3.88845 2.04981 -0.41
O 3.01353 -4.81641 -0.75772 -0.72
O -1.96115 0.40376 1.28751 -0.74
O 2.75724 6.26161 -0.43477 -0.39
N 2.01232 1.69739 3.00324 -0.61
N -1.67463 -1.99027 2.27528 -0.41
N -1.97669 2.34285 -1.15555 -0.38
N -3.01776 -1.51125 -0.36066 -0.47
N 2.79703 7.46596 -0.91561 0.19
N -3.00646 -9.35326 -0.76043 0.43
C 1.14870 -0.12178 -1.04250 -2.27
C 3.67440 8.62625 1.12597 -1.42
C -3.63454 -1.69387 -2.62609 -0.40
C -2.54874 -11.18886 0.87252 -1.83
C 2.25839 -2.31429 -0.50096 -1.16
C -2.84657 5.06253 2.32587 -1.71
C -3.16350 -8.91459 1.70614 -1.27
C -3.37415 -9.92029 0.57330 1.68
C 0.24157 0.35786 0.11415 1.33
C 1.29199 7.95496 1.02023 -2.19
C 5.26452 7.85041 -0.65323 -1.21
C -1.69807 -8.64124 -0.85314 2.18
C -1.99540 -0.77365 -0.78141 -0.64
C 4.03198 8.87008 -2.57371 -1.77
C -2.22334 4.18547 1.23033 -0.56
C 4.39949 6.47269 -2.54479 -1.97
C 4.98582 8.91773 0.40161 -0.48
C -0.14922 2.51335 1.53854 2.19
C -1.49966 -7.66177 0.30821 -1.23
C -0.71134 3.96236 1.49868 -2.08
C -1.75708 -0.42905 -2.08120 -0.13
C -3.83527 -1.96867 -1.29616 -0.96
C -0.78696 -1.72249 1.16521 -0.97
C 4.10000 7.65534 -1.62548 1.71
C -0.53381 -9.67125 -0.89420 -1.88
C 0.20637 1.92278 0.10792 -0.91
C -1.77943 -8.27114 1.67877 -0.66
C -1.09072 -0.34461 0.40941 2.65
C -4.82432 -10.39988 0.58272 -1.80
C 1.14959 -1.62756 -1.36129 -0.71
C -0.52289 2.57070 -1.06913 -2.14
C -1.57004 -7.85859 -2.16075 -2.01
C 2.03625 9.79186 -0.41533 -1.86
C 2.48239 8.42879 0.18418 2.33
C -2.61112 -0.90705 -3.06684 -1.29
B 1.30851 2.66999 2.25064 0.15
H 0.23920 -1.76545 1.53948 0.59
H 1.81478 0.72508 2.80243 0.19
H -0.05704 2.21786 -1.99524 0.62
H -2.49302 3.21129 -1.08368 0.23
H 2.17483 0.12895 -0.74755 0.55
H 1.01659 0.43611 -1.97073 0.51
H -1.50168 -10.98552 1.08862 0.35
H 1.45624 -1.78508 -2.39844 0.59
H 4.58806 5.55348 -1.99145 0.32
H -4.31658 -2.12009 -3.35642 0.41
H -1.72068 -7.49297 2.44225 0.42
H -3.93003 4.92824 2.36270 0.42
H -2.28018 -7.03417 -2.22313 0.37
H 3.81251 7.72705 1.73551 0.34
H -2.46958 -2.55187 2.01748 0.24
H -0.56967 -7.42861 -2.23247 0.46
H -1.72190 -8.50625 -3.02567 0.47
H 6.16687 8.11371 -1.20940 0.38
H -2.59927 -11.89259 0.04009 0.37
H -5.01158 -11.10237 -0.23135 0.44
H 1.50843 7.04003 1.57227 0.24
H 1.03499 8.71892 1.75350 0.54
H 0.86309 0.15952 0.99569 0.11
H 1.09048 10.12446 0.01088 0.50
H -1.19873 -2.34556 3.08795 0.23
H 1.26798 2.16878 -0.05611 0.66
H -0.13884 4.56164 0.79181 0.10
H -0.33077 3.64824 -1.07676 0.52
H -2.94578 -11.69506 1.75294 0.44
H -2.17544 2.06108 -2.10992 0.24
H 4.91250 8.89317 -3.21657 0.44
H 3.57405 6.29302 -3.23628 0.46
H -0.49184 4.40062 2.47361 1.01
H 0.62397 -5.43150 -0.94004 0.26
H 2.26838 3.97640 1.13853 0.31
H -0.88063 -2.55528 0.45962 0.20
H -2.15946 -6.79666 0.18032 0.38
H -3.91914 -8.12442 1.64466 0.36
H -1.00899 -9.00363 1.93565 0.30
H -2.79654 3.27234 1.10403 0.47
H 0.19621 -2.13087 -1.24132 0.37
H 5.48472 6.90527 -0.14564 0.36
H -2.31735 4.74355 0.28874 0.49
H -2.63013 6.12147 2.16558 0.33
H 0.07706 -9.64887 0.00942 0.34
H 4.95776 9.91152 -0.05470 0.29
H -3.31731 -9.40726 2.66847 0.41
H -2.46373 -0.66773 -4.10985 0.49
H -0.47866 -7.26951 0.29027 0.25
H -0.89157 -10.68878 -1.03743 0.33
H 5.80417 8.94136 1.12418 0.39
H -5.04169 -10.90966 1.52127 0.41
H 4.01285 9.82608 -2.05447 0.35
H -5.53422 -9.57863 0.49492 0.37
H -2.47139 4.77631 3.30981 0.37
H -0.93656 0.20691 -2.37014 0.76
H 0.41560 7.77723 0.39330 0.55
H 3.45502 9.43602 1.82502 0.38
H 2.76234 10.58604 -0.23546 0.34
H 3.21638 -2.21868 -1.00613 0.44
H 1.85829 9.73074 -1.48729 0.34
H 5.29219 6.67688 -3.13568 0.43
H 3.15571 8.81132 -3.22135 0.38
H 2.31986 -1.76826 0.43899 0.37
H 0.13549 -9.48496 -1.73371 0.51
H -4.67016 -2.59688 -1.00439 0.45
H 3.01449 1.81252 2.88360 0.26
```

[3]
Formula: C6H13N
Source: the OMol25 dataset
Level of theory: the ωB97M-V functional and the def2-TZVPD basis

Properties
Spin multiplicity: 2
Calculated total energy, eV: -7913.5358
Net charge: +1
Gap between HOMO and LUMO (alpha / beta), Eh: 0.2996 / 0.1733
Energy relative to the best compared isomer or geometry (same formula, charge and spin), eV: 1.677
HOMO level (alpha / beta), eV: -12.84 / -12.82
LUMO energy (alpha / beta), Eh: -0.1722 / -0.2979
<S²>: 0.75

XYZ file:
```
20
Properties=species:S:1:pos:R:3:mulliken_charge:R:1
N -2.72467 0.60421 0.70847 -0.63
C 1.47311 -1.64037 -0.28364 0.04
C -1.30470 0.87458 0.65506 0.36
C -0.89314 2.04667 -0.27794 -1.42
C 2.88159 -1.68129 -0.63772 -1.22
C -0.64007 -0.45083 0.25169 -0.91
C 0.79287 -0.44173 -0.00673 0.01
H -1.13556 -0.83597 -0.65750 0.36
H 3.17356 -2.55515 -1.22423 0.36
H -0.99879 1.11396 1.67795 0.40
H 1.30505 0.50794 -0.08320 0.44
H 0.98061 -2.59371 -0.15904 0.41
H 3.34804 -0.81355 -1.08871 0.37
H -1.77216 2.58595 -0.61831 0.42
H -3.20785 0.69004 -0.17800 0.22
H 3.40071 -1.84106 0.32844 0.36
H -0.30467 2.78464 0.25959 0.29
H -0.85866 -1.18576 1.03159 0.49
H -3.21898 1.09856 1.43582 0.25
H -0.29628 1.73287 -1.13359 0.38
```

[4]
Formula: C3H6N4S
Source: the OMol25 dataset
Level of theory: the ωB97M-V functional and the def2-TZVPD basis

Properties
Calculated total energy, eV: -20000.6420
Net charge: 0
Gap between HOMO and LUMO, Eh: 0.2748
Energy relative to the best compared isomer or geometry (same formula, charge and spin), eV: 3.694
HOMO level, eV: -9.49
LUMO energy, Eh: -0.0741

XYZ file:
```
14
Properties=species:S:1:pos:R:3:mulliken_charge:R:1
S -0.74627 -1.71832 0.07308 -0.40
N 2.20685 -0.75908 -0.58074 -0.63
N -2.15249 0.34715 0.24719 -0.38
N -0.76420 2.13046 -0.52814 -0.75
N 1.94636 1.11490 0.80952 -0.61
C -0.07532 -0.20726 -0.11382 0.64
C 1.42362 0.26522 0.00937 0.35
C -0.97552 0.89413 -0.19728 0.03
H 3.06275 -0.69611 0.09110 0.34
H -2.02499 -0.66559 0.42854 0.25
H -3.09231 0.98976 0.52054 0.25
H 1.13456 1.78227 1.14301 0.35
H 1.82184 -1.63217 -0.29770 0.24
H 0.14614 2.16834 -0.87919 0.31
```